No. 1
Here is a molecular structure, H12O6Pd at a distorted geometry from the Open Molecules 2025 dataset. Energies are from ωB97M-V with the def2-TZVPD basis set.

The value obtained for the gap between HOMO and LUMO (alpha / beta) is 0.3315 / 0.2988 Eh. The energy above the lowest of the compared OMol25 structures with the same formula, charge and spin is 1406.3 kJ/mol. The net charge is +2. The multiplicity is 3. The value obtained for the total energy is -585.35206 Eh. The highest occupied orbital energy (alpha / beta) is -16.82 / -16.61 eV. The expectation value of S² is 2.003.

```
19
Properties=species:S:1:pos:R:3:lowdin_spin:R:1
Pd 0.078 0.454 -0.186 1.29
O -1.432 -0.109 0.178 0.20
H -1.162 -0.871 0.819 0.01
H -2.028 0.477 0.737 0.01
O 1.282 -0.731 -0.054 0.11
H 1.407 -1.516 0.461 0.00
H 1.746 -0.820 -0.941 0.01
O 0.139 1.150 -1.662 0.15
H 0.653 1.866 -2.027 0.02
H -0.722 1.111 -2.178 0.01
O 0.337 1.809 0.854 0.15
H 0.227 1.941 1.814 0.02
H 0.149 2.604 0.348 0.00
O -0.173 -0.871 2.434 0.01
H -0.377 -0.228 3.113 0.00
H 0.510 -1.383 2.789 0.00
O -0.487 -1.510 -1.938 0.02
H 0.183 -2.146 -1.723 0.00
H -0.329 -1.227 -2.841 0.00
```



No. 2
Here is a molecular structure, H12O6Tl at a distorted geometry from the Open Molecules 2025 dataset. Energies are from ωB97M-V with the def2-TZVPD basis set.

The value obtained for the gap between HOMO and LUMO is 0.3374 Eh. The energy above the lowest of the compared OMol25 structures with the same formula, charge and spin is 0.0 kJ/mol. The net charge is +3. The value obtained for the total energy is -629.83353 Eh. The highest occupied orbital energy is -24.97 eV.

```
19
Properties=species:S:1:pos:R:3:lowdin_charge:R:1
Tl 0.330 -0.228 0.384 1.50
O 2.305 0.667 1.061 0.04
H 3.062 1.053 0.618 0.14
H 2.441 0.870 1.986 0.13
O -0.750 1.090 -1.179 -0.05
H -1.103 0.899 -2.048 0.12
H -0.389 1.974 -1.257 0.11
O -0.721 -1.725 1.785 0.03
H -0.325 -1.861 2.646 0.13
H -1.391 -2.406 1.718 0.13
O 0.091 1.930 0.830 -0.01
H 0.695 2.628 1.083 0.13
H -0.750 2.371 0.711 0.13
O 0.675 -0.859 -1.802 0.01
H 0.108 -1.557 -2.131 0.11
H 1.240 -0.639 -2.543 0.14
O -1.583 -1.186 -0.421 -0.01
H -2.075 -1.946 -0.111 0.12
H -1.860 -1.075 -1.330 0.11
```



No. 3
Here is 6 unconnected molecules or ions with the total composition H13O6 at a distorted geometry from the Open Molecules 2025 dataset. Energies are from ωB97M-V with the def2-TZVPD basis set.

The value obtained for the gap between HOMO and LUMO is 0.4112 Eh. The energy above the lowest of the compared OMol25 structures with the same formula, charge and spin is 144.5 kJ/mol. The net charge is +1. The value obtained for the total energy is -458.96331 Eh. The highest occupied orbital energy is -14.34 eV.

```
19
Properties=species:S:1:pos:R:3:lowdin_charge:R:1
O 0.833 -1.976 0.103 0.01
H 0.841 -2.581 0.854 0.10
H 1.231 -2.463 -0.633 0.11
O 3.443 -0.880 1.821 -0.05
H 4.277 -1.253 2.053 0.02
H 3.105 -0.298 2.518 0.05
O -2.633 -0.816 -0.557 -0.04
H -3.270 -0.442 -1.179 0.08
H -2.571 -1.769 -0.788 0.12
O -2.476 1.695 -0.381 -0.10
H -2.880 2.593 -0.075 0.13
H -3.272 1.112 -0.555 0.06
O 1.567 2.091 -1.405 -0.06
H 2.247 1.645 -1.899 0.03
H 1.611 2.986 -1.802 0.06
O -0.477 0.038 0.681 0.16
H -1.461 -0.027 0.253 0.13
H 0.191 -0.667 0.443 0.05
H -0.308 1.011 0.548 0.16
```



No. 4
Here is 6 unconnected molecules or ions with the total composition H14NO5 at a distorted geometry from the Open Molecules 2025 dataset. Energies are from ωB97M-V with the def2-TZVPD basis set.

The value obtained for the gap between HOMO and LUMO is 0.3865 Eh. The energy above the lowest of the compared OMol25 structures with the same formula, charge and spin is 161.2 kJ/mol. The net charge is +1. The value obtained for the total energy is -439.10852 Eh. The highest occupied orbital energy is -13.75 eV.

```
20
Properties=species:S:1:pos:R:3:lowdin_charge:R:1
N -0.109 1.139 -0.158 0.27
H -0.573 1.905 0.338 0.14
H 0.848 1.331 -0.438 0.13
H 0.006 0.428 0.574 0.10
H -0.752 1.095 -0.958 0.11
H 1.835 0.436 2.283 0.07
H 2.631 1.200 1.317 0.08
O 1.969 0.496 1.336 -0.05
H -0.469 -2.046 2.468 0.08
H -0.008 -2.473 1.087 0.08
O -0.050 -1.680 1.666 -0.07
H 2.067 -1.836 1.317 -0.03
H 3.185 -2.289 2.172 0.03
O 2.801 -2.466 1.323 -0.05
H -2.379 -0.422 -4.169 0.04
H -0.878 -0.252 -4.010 0.04
O -1.704 -0.219 -3.517 -0.06
H -3.262 1.294 -0.615 0.07
H -2.702 2.600 -1.193 0.07
O -2.456 1.759 -0.821 -0.03
```



No. 5
Here is a molecular structure, H14NaO7 from the Open Molecules 2025 dataset. Energies are from ωB97M-V with the def2-TZVPD basis set.

The value obtained for the gap between HOMO and LUMO is 0.4181 Eh. The energy above the lowest of the compared OMol25 structures with the same formula, charge and spin is 83.0 kJ/mol. The net charge is +1. The value obtained for the total energy is -697.23212 Eh. The highest occupied orbital energy is -14.84 eV.

```
22
Properties=species:S:1:pos:R:3:lowdin_charge:R:1
Na 0.150 0.055 -0.064 0.49
O 1.151 -2.612 -0.904 -0.02
H 1.758 -1.910 -1.138 0.00
H 1.622 -3.129 -0.251 0.04
O -0.772 2.123 -1.024 -0.02
H -0.433 2.688 -1.718 0.09
H -0.973 2.722 -0.304 0.06
O -0.954 1.578 2.262 -0.01
H -0.774 2.489 2.030 0.04
H -1.898 1.480 2.133 0.04
O 1.582 -0.786 1.928 -0.02
H 1.763 -0.534 2.833 0.06
H 1.851 -1.704 1.877 0.05
O -1.893 -1.046 0.948 -0.02
H -2.372 -0.259 0.689 0.03
H -2.256 -1.741 0.399 0.07
O -1.777 -0.174 -2.471 -0.03
H -1.715 0.614 -1.931 -0.02
H -2.650 -0.521 -2.289 0.05
O 2.479 0.158 -0.963 -0.02
H 2.924 0.646 -1.656 0.07
H 3.184 -0.138 -0.387 0.06
```



No. 6
Here is a molecular structure, H14O27PbS5Zn3 at a distorted geometry from the Open Molecules 2025 dataset. Energies are from ωB97M-V with the def2-TZVPD basis set.

The value obtained for the gap between HOMO and LUMO is 0.1656 Eh. The energy above the lowest of the compared OMol25 structures with the same formula, charge and spin is 0.0 kJ/mol. The net charge is -2. The value obtained for the total energy is -9562.08805 Eh. The highest occupied orbital energy is -2.23 eV.

```
50
Properties=species:S:1:pos:R:3:lowdin_charge:R:1
Zn -0.630 -11.814 6.060 0.70
Zn 1.779 -12.275 10.387 0.72
Zn 3.047 -9.678 7.092 0.66
Pb 1.098 -7.361 10.205 1.56
S 1.786 -10.637 4.175 0.31
O 0.380 -10.928 4.694 -0.43
O 2.399 -11.946 3.920 -0.37
O 1.660 -9.777 3.014 -0.36
O 2.505 -9.905 5.240 -0.37
S 2.324 -12.952 7.341 0.36
O 2.229 -13.322 8.792 -0.39
O 3.049 -14.001 6.645 -0.32
O 0.987 -12.793 6.708 -0.37
O 2.999 -11.648 7.203 -0.34
S 3.228 -6.481 7.617 0.29
O 1.862 -6.439 8.294 -0.60
O 3.269 -7.760 6.862 -0.35
O 3.295 -5.349 6.703 -0.34
O 4.229 -6.404 8.672 -0.35
S 0.192 -10.089 8.616 0.35
O -0.465 -9.125 9.575 -0.56
O 0.463 -11.310 9.363 -0.34
O -0.618 -10.427 7.455 -0.30
O 1.409 -9.407 8.219 -0.35
S 3.922 -9.665 10.134 0.32
O 3.039 -10.832 10.343 -0.38
O 5.061 -9.696 11.041 -0.32
O 4.290 -9.641 8.736 -0.30
O 3.167 -8.394 10.445 -0.54
O -1.789 -13.254 7.166 0.00
H -2.409 -13.948 6.918 0.08
H -2.068 -12.943 8.035 0.08
O 0.226 -13.736 10.720 -0.02
H -0.481 -13.884 11.356 0.08
H 0.498 -14.611 10.412 0.09
O -2.502 -11.102 5.371 -0.01
H -3.270 -10.972 5.933 0.07
H -2.666 -10.597 4.566 0.10
O -2.452 -9.487 11.463 -0.09
H -1.795 -9.460 10.730 -0.02
H -2.210 -8.752 12.033 0.02
O -3.076 -8.466 8.436 -0.06
H -2.245 -8.591 8.929 -0.01
H -3.458 -9.345 8.407 0.02
O 1.121 -11.455 12.257 -0.02
H 1.658 -10.760 12.661 0.09
H 0.248 -11.394 12.659 0.08
O -0.385 -6.710 6.536 -0.06
H -0.590 -7.381 7.192 -0.01
H 0.437 -6.306 6.858 0.01
```



No. 7
Here is 7 unconnected molecules or ions with the total composition H14O7 at a distorted geometry from the Open Molecules 2025 dataset. Energies are from ωB97M-V with the def2-TZVPD basis set.

The value obtained for the gap between HOMO and LUMO is 0.4055 Eh. The energy above the lowest of the compared OMol25 structures with the same formula, charge and spin is 90.1 kJ/mol. The value obtained for the total energy is -535.08952 Eh. The highest occupied orbital energy is -10.75 eV.

```
21
Properties=species:S:1:pos:R:3:lowdin_charge:R:1
O 2.066 0.247 1.070 -0.06
H 2.695 -0.295 1.570 0.07
H 2.562 1.093 0.937 0.08
O -0.177 -1.628 1.124 -0.08
H 0.463 -1.063 0.655 0.02
H -0.834 -2.106 0.571 0.07
O 1.815 0.108 -1.799 -0.07
H 1.376 0.914 -1.432 0.01
H 2.395 -0.194 -1.122 0.01
O -0.366 -1.485 -1.394 -0.08
H -0.879 -1.729 -2.173 0.08
H 0.419 -1.012 -1.727 0.02
O -1.848 0.648 -0.531 -0.11
H -2.246 0.492 0.367 0.03
H -1.488 -0.211 -0.885 0.02
O -2.051 0.021 2.124 -0.11
H -1.453 0.708 2.536 0.08
H -1.370 -0.687 1.939 0.01
O 0.402 2.053 -0.566 -0.10
H 0.082 2.792 -1.138 0.09
H -0.446 1.601 -0.325 0.01
```



No. 8
Here is 7 unconnected molecules or ions with the total composition H14O7 at a distorted geometry from the Open Molecules 2025 dataset. Energies are from ωB97M-V with the def2-TZVPD basis set.

The value obtained for the gap between HOMO and LUMO is 0.4170 Eh. The energy above the lowest of the compared OMol25 structures with the same formula, charge and spin is 126.7 kJ/mol. The value obtained for the total energy is -535.07558 Eh. The highest occupied orbital energy is -11.10 eV.

```
21
Properties=species:S:1:pos:R:3:lowdin_charge:R:1
O 9.004 3.128 3.112 -0.05
H 9.344 3.989 3.405 0.03
H 9.655 2.451 3.302 0.05
O 6.231 3.661 3.797 -0.07
H 6.316 3.994 2.869 0.08
H 7.172 3.491 3.979 0.02
O 3.692 5.857 5.523 -0.08
H 4.085 4.964 5.651 -0.06
H 3.289 5.841 4.662 0.02
O 8.045 4.767 5.866 -0.06
H 8.857 5.154 5.509 0.01
H 7.407 5.284 5.353 -0.01
O 6.271 6.683 4.010 -0.06
H 5.537 6.808 4.639 0.05
H 5.950 5.899 3.521 0.04
O 9.104 6.484 3.920 -0.07
H 8.127 6.633 3.831 0.02
H 9.427 7.304 4.310 0.06
O 4.734 3.708 6.117 -0.01
H 4.278 3.053 5.575 0.08
H 5.460 3.970 5.542 0.01
```



No. 9
Here is 7 unconnected molecules or ions with the total composition H14O7 from the Open Molecules 2025 dataset. Energies are from ωB97M-V with the def2-TZVPD basis set.

The value obtained for the gap between HOMO and LUMO is 0.4162 Eh. The energy above the lowest of the compared OMol25 structures with the same formula, charge and spin is 109.7 kJ/mol. The value obtained for the total energy is -535.08205 Eh. The highest occupied orbital energy is -10.91 eV.

```
21
Properties=species:S:1:pos:R:3:lowdin_charge:R:1
O 25.757 33.006 -25.163 -0.07
H 25.435 32.766 -24.285 0.02
H 26.072 32.183 -25.568 0.02
O 26.365 33.846 -27.827 -0.06
H 26.140 33.785 -26.887 -0.01
H 25.818 34.565 -28.158 0.05
O 25.915 35.827 -24.523 -0.07
H 26.038 34.867 -24.560 -0.02
H 26.801 36.188 -24.426 0.04
O 25.345 30.947 -21.271 -0.08
H 24.991 31.799 -21.590 -0.02
H 24.699 30.619 -20.640 0.03
O 24.568 33.314 -22.520 -0.04
H 23.695 33.689 -22.685 0.08
H 25.085 34.042 -22.151 0.08
O 24.086 31.790 -28.609 -0.07
H 24.929 32.003 -28.183 0.00
H 24.337 31.431 -29.466 0.04
O 26.009 30.443 -26.346 -0.04
H 26.577 29.742 -26.010 0.06
H 25.226 29.995 -26.688 0.06
```



No. 10
Here is 7 unconnected molecules or ions with the total composition H14O7 from the Open Molecules 2025 dataset. Energies are from ωB97M-V with the def2-TZVPD basis set.

The value obtained for the gap between HOMO and LUMO is 0.4173 Eh. The energy above the lowest of the compared OMol25 structures with the same formula, charge and spin is 216.0 kJ/mol. The value obtained for the total energy is -535.04157 Eh. The highest occupied orbital energy is -11.22 eV.

```
21
Properties=species:S:1:pos:R:3:lowdin_charge:R:1
O -0.126 -0.665 -0.515 -0.06
H -0.259 -1.525 -0.100 0.02
H -0.809 -0.108 -0.124 0.04
O -4.669 1.169 -1.102 -0.06
H -4.547 1.065 -2.052 0.03
H -5.037 2.055 -1.007 0.03
O 2.156 -2.956 -0.521 -0.06
H 1.921 -2.169 -1.026 0.01
H 1.700 -3.672 -0.976 0.04
O 4.309 0.459 -1.267 -0.05
H 3.955 1.315 -1.002 0.03
H 3.576 -0.152 -1.125 0.02
O 1.691 0.340 2.512 -0.06
H 2.271 -0.160 1.927 0.03
H 1.772 1.249 2.202 0.01
O 0.672 2.970 0.288 -0.05
H 0.193 3.756 0.572 0.04
H 1.548 3.299 0.059 0.03
O -3.721 -1.853 0.942 -0.05
H -3.823 -2.733 1.321 0.03
H -2.773 -1.683 0.995 0.02
```



No. 11
Here is 7 unconnected molecules or ions with the total composition H14O7 at a distorted geometry from the Open Molecules 2025 dataset. Energies are from ωB97M-V with the def2-TZVPD basis set.

The value obtained for the gap between HOMO and LUMO is 0.3121 Eh. The energy above the lowest of the compared OMol25 structures with the same formula, charge and spin is 459.2 kJ/mol. The value obtained for the total energy is -534.94893 Eh. The highest occupied orbital energy is -8.96 eV.

```
21
Properties=species:S:1:pos:R:3:lowdin_charge:R:1
O 2.782 1.290 1.428 -0.08
H 3.603 0.819 1.669 0.04
H 2.080 0.936 0.916 -0.04
O -1.561 2.100 0.695 -0.18
H -1.891 1.146 0.480 -0.04
H -0.710 1.755 0.243 0.02
O 0.076 -1.985 2.365 -0.04
H 0.940 -2.108 2.742 0.06
H -0.147 -2.911 1.990 0.12
O -2.284 0.099 -0.402 0.08
H -2.695 0.363 -1.129 0.02
H -1.568 -0.335 -0.765 -0.02
O 1.028 -0.467 0.555 -0.06
H 0.498 -0.741 -0.110 -0.08
H 0.410 -0.927 1.206 0.03
O -0.233 -1.126 -1.729 -0.02
H 0.350 -1.135 -2.496 0.10
H -0.243 -2.004 -1.386 0.07
O -0.042 1.779 -1.668 0.05
H -0.365 1.152 -2.163 -0.07
H -0.027 2.299 -2.442 0.05
```



No. 12
Here is 7 unconnected molecules or ions with the total composition H14O7 from the Open Molecules 2025 dataset. Energies are from ωB97M-V with the def2-TZVPD basis set.

The value obtained for the gap between HOMO and LUMO is 0.4030 Eh. The energy above the lowest of the compared OMol25 structures with the same formula, charge and spin is 231.4 kJ/mol. The value obtained for the total energy is -535.03572 Eh. The highest occupied orbital energy is -10.94 eV.

```
21
Properties=species:S:1:pos:R:3:lowdin_charge:R:1
O -0.486 -0.065 -1.520 -0.04
H 0.470 0.060 -1.544 0.00
H -0.601 -0.897 -1.047 0.03
O 2.342 -3.157 -0.168 -0.05
H 2.922 -3.661 -0.751 0.05
H 2.312 -2.281 -0.568 0.04
O 0.410 -2.693 1.694 -0.07
H 0.437 -3.403 1.043 0.01
H -0.531 -2.535 1.829 0.03
O 2.031 2.131 -0.957 -0.04
H 2.531 2.634 -1.610 0.04
H 1.926 1.262 -1.360 0.01
O -0.280 1.357 3.671 -0.06
H -0.802 1.312 2.862 0.01
H -0.815 1.893 4.267 0.03
O -0.594 2.693 -4.692 -0.06
H -0.381 2.321 -3.829 0.02
H -1.506 2.421 -4.846 0.04
O -2.842 0.308 2.257 -0.05
H -3.195 -0.575 2.415 0.04
H -3.349 0.873 2.851 0.04
```